Entry 1:
C32H41F6N3OReS as an isolated structure at a distorted geometry. Source: the OMol25 dataset; level of theory: ωB97M-V/def2-TZVPD.

Values from the calculation:
<S²>: 3.805
HOMO (spin up / spin down), Eh: -0.51315 / -0.51318
Spin multiplicity: 4
Maximum force, eV/A: 1.8
Total charge: +2
Kohn-Sham gap (spin up / spin down), eV: 6.99 / 6.69

Element x y z (Å)
Re (-0.2911, -0.5186, 0.1721)
C (-0.0371, 2.6093, -0.7143)
C (-1.3809, 2.4856, -1.3868)
C (-2.1260, 3.6321, -1.6318)
C (-3.3549, 3.5637, -2.2678)
C (-3.8591, 2.3364, -2.6628)
C (-3.1379, 1.1656, -2.4540)
C (-3.7308, -0.1342, -2.9359)
C (-1.8965, 1.2586, -1.8146)
N (-1.0451, 0.1006, -1.6584)
C (-0.4880, -0.3502, -2.7641)
C (-0.7815, 0.1002, -4.1534)
C (0.6148, -1.2393, -2.5360)
C (1.3154, -1.9167, -3.6658)
N (1.0018, -1.2902, -1.2841)
C (2.3599, -1.7548, -1.1130)
C (3.3871, -0.9455, -1.6143)
C (3.1496, 0.4348, -2.1682)
C (4.6856, -1.4370, -1.5629)
C (4.9626, -2.6835, -1.0335)
C (3.9307, -3.4783, -0.5575)
C (2.6215, -3.0303, -0.6031)
C (1.4773, -3.9084, -0.1951)
H (-0.0556, 3.4033, 0.0306)
H (0.7486, 2.8502, -1.4335)
H (0.2769, 1.6921, -0.1949)
H (-1.7321, 4.5922, -1.3208)
H (-3.9166, 4.4684, -2.4583)
H (-4.8229, 2.2735, -3.1530)
H (-4.6973, -0.3045, -2.4576)
H (-3.0924, -0.9932, -2.7457)
H (-3.9257, -0.0831, -4.0082)
H (-1.3708, 1.0092, -4.1908)
H (-1.3187, -0.6855, -4.6918)
H (0.1543, 0.2667, -4.6878)
H (0.5871, -2.2708, -4.3952)
H (1.9098, -2.7553, -3.3120)
H (1.9900, -1.2289, -4.1807)
H (2.1762, 0.8412, -1.8929)
H (3.2322, 0.4394, -3.2582)
H (3.9130, 1.1177, -1.7976)
H (5.4935, -0.8126, -1.9242)
H (5.9834, -3.0389, -0.9921)
H (4.1429, -4.4636, -0.1624)
H (1.8197, -4.7613, 0.3877)
H (0.9504, -4.2848, -1.0772)
H (0.7752, -3.3307, 0.4006)
C (1.7655, 0.8903, 3.6815)
C (2.0508, 0.0026, 2.4695)
O (0.9383, -0.1293, 1.6427)
C (3.1914, 0.7015, 1.6670)
F (2.6446, 1.6505, 0.8766)
F (4.0712, 1.2974, 2.4639)
F (3.8553, -0.1442, 0.8759)
C (2.5434, -1.4058, 2.9526)
F (1.9630, -1.7448, 4.1127)
F (3.8551, -1.4455, 3.1477)
F (2.2149, -2.3614, 2.0582)
H (1.6538, 1.9235, 3.3557)
H (2.5913, 0.8302, 4.3873)
H (0.8522, 0.5766, 4.1717)
C (-3.4608, -2.3748, -0.2941)
S (-1.9972, -2.4403, 0.7589)
C (-1.5832, -4.1858, 0.5385)
H (-4.2370, -2.9668, 0.1876)
H (-3.2443, -2.7765, -1.2807)
H (-3.7771, -1.3375, -0.3558)
H (-1.3709, -4.4331, -0.4981)
H (-2.4497, -4.7449, 0.8898)
H (-0.7318, -4.4160, 1.1725)
C (-3.6585, 1.6496, 0.7441)
C (-2.6675, 1.3173, 1.7841)
C (-2.7086, 1.9030, 3.0922)
C (-2.0089, 1.0721, 3.9112)
C (-1.5436, -0.0012, 3.0938)
C (-1.1533, -1.3217, 3.6354)
N (-1.8452, 0.2300, 1.7693)
H (-4.6526, 1.4833, 1.1716)
H (-3.5573, 1.0373, -0.1405)
H (-3.6212, 2.7054, 0.4727)
H (-3.2748, 2.7840, 3.3512)
H (-1.8727, 1.1509, 4.9784)
H (-2.0742, -1.8889, 3.8121)
H (-0.6628, -1.2260, 4.6005)
H (-0.5354, -1.9010, 2.9581)

=====

Entry 2:
C32H44BrCoN3P2 as an isolated structure at a distorted geometry. Source: the OMol25 dataset; level of theory: ωB97M-V/def2-TZVPD.

Values from the calculation:
<S²>: 3.802
HOMO (spin up / spin down), Eh: -0.48882 / -0.48814
Spin multiplicity: 4
Maximum force, eV/A: 3.5
Total charge: +2
Kohn-Sham gap (spin up / spin down), eV: 6.34 / 4.60

Element x y z (Å)
C (2.7706, 4.6644, -0.8949)
C (1.8546, 3.7803, -1.5371)
C (1.9097, 3.8056, -2.9565)
C (2.7422, 4.7209, -3.6391)
N (3.5428, 5.5285, -2.9601)
C (3.5737, 5.5574, -1.6387)
C (0.8785, 2.9655, -0.7571)
C (-0.1053, 3.0142, 0.0152)
C (-1.3427, 2.6945, 0.7090)
C (-1.3018, 1.5032, 1.4649)
C (-2.5176, 0.8209, 1.8467)
C (-3.5666, 1.3531, 1.0602)
C (-3.7895, 2.6790, 0.7007)
C (-2.5802, 3.4190, 0.6349)
Co (-2.9877, -0.4915, 0.4051)
P (1.4210, -0.5203, -0.0798)
H (1.2497, 3.1472, -3.5276)
H (2.8683, 4.6464, 0.1915)
H (2.7418, 4.7598, -4.7377)
H (4.2564, 6.2553, -1.1305)
H (-2.5608, 4.5011, 0.4146)
H (-0.3649, 1.0263, 1.7641)
H (-4.7676, 3.1775, 0.5314)
H (-2.6922, -0.0578, 2.4415)
C (2.2334, -2.1921, 0.1553)
C (3.4879, -2.5375, -0.6455)
H (1.4492, -2.9301, -0.0674)
H (2.4459, -2.3163, 1.2277)
H (3.7945, -3.5790, -0.4760)
H (3.3503, -2.4250, -1.7244)
H (4.3462, -1.9240, -0.3553)
C (1.8408, -0.1129, -1.8575)
C (3.1870, 0.5016, -2.2273)
H (1.0413, 0.5968, -2.1182)
H (1.6709, -1.0103, -2.4721)
H (3.2447, 0.6526, -3.3153)
H (3.3182, 1.4884, -1.7709)
H (4.0412, -0.1348, -1.9662)
C (2.5399, 0.6080, 0.8872)
C (4.0353, 0.3109, 0.9858)
H (2.0921, 0.6166, 1.8923)
H (2.3549, 1.6142, 0.4922)
H (4.5247, 1.0531, 1.6320)
H (4.2271, -0.6751, 1.4207)
H (4.5364, 0.3726, 0.0131)
Br (-5.1479, -0.3170, 0.2822)
P (-1.7237, -1.5921, -1.3607)
C (-0.6557, -2.5447, -2.4965)
C (-1.1170, -3.8580, -3.1508)
H (0.2705, -2.7493, -1.9353)
H (-0.3829, -1.8383, -3.2954)
H (-0.2781, -4.2579, -3.7564)
H (-1.3845, -4.6250, -2.4098)
H (-1.9703, -3.7220, -3.8329)
C (-2.8470, -2.8445, -0.5376)
C (-4.2177, -3.2221, -1.1181)
H (-2.9541, -2.4416, 0.5051)
H (-2.2081, -3.7341, -0.4597)
H (-4.7214, -3.8464, -0.3497)
H (-4.8615, -2.3371, -1.3127)
H (-4.1032, -3.8148, -2.0476)
C (-2.7025, -0.4612, -2.4083)
C (-3.2894, -0.8794, -3.7660)
H (-1.9944, 0.3746, -2.5685)
H (-3.5117, -0.0491, -1.7721)
H (-3.8454, -0.0006, -4.1599)
H (-2.4869, -1.1299, -4.4835)
H (-3.9992, -1.7249, -3.6910)
N (-0.0729, -2.5672, 4.3755)
C (-0.1997, -2.3936, 3.0437)
N (-0.2482, -1.0880, 2.7457)
C (-0.0396, -0.3769, 3.9043)
C (-0.0752, 0.9947, 4.2024)
C (-0.5747, 1.3901, 5.4364)
C (-0.7893, 0.4274, 6.4365)
C (-0.4445, -0.9319, 6.2435)
C (-0.0418, -1.3044, 4.9789)
H (0.0788, -3.4604, 4.8439)
H (-0.2676, -3.2270, 2.3555)
H (0.2925, 1.7337, 3.4984)
H (-0.7606, 2.4490, 5.6192)
H (-1.2160, 0.7486, 7.3895)
H (-0.5029, -1.7075, 7.0203)

=====

total charge of number 1 (C32H41F6N3OReS)? +2